# 1
Entry from the Open Molecules 2025 dataset: a 2-piece molecular cluster, CHBrN2O3 overall at a distorted geometry (ωB97M-V with the def2-TZVPD basis set).

Geometry as ORCA input:
```
! wB97M-V def2-TZVPD RIJCOSX def2/J DEFGRID3
* xyz 0 1
C 1.05 -0.09 1.06
O 2.88 -1.54 1.28
H 0.41 0.76 1.19
O -2.71 -0.33 -0.94
O -0.66 -0.34 -1.69
N 2.05 -0.69 1.10
Br -1.40 2.17 -0.78
N -1.63 0.07 -1.22
*
```

Output
highest occupied orbital energy = -10.17 eV
orbital gap = 8.041 eV
structure (SMILES) = O=[N+]([O-])Br.C#[N+][O-]
relative energy (zero: lowest compared OMol25 entry of this formula, charge and spin) = 21.9 kcal/mol

Partial atomic charges computed with the Mulliken method, in multiples of e: -0.171 -0.576 0.280 -0.408 -0.347 0.473 -0.073 0.822

---

# 2
Entry from the Open Molecules 2025 dataset: CHBrNO2 as an isolated structure at a distorted geometry (ωB97M-V with the def2-TZVPD basis set).

Geometry as ORCA input:
```
! wB97M-V def2-TZVPD RIJCOSX def2/J DEFGRID3
* xyz -1 1
Br 2.52 0.43 -0.02
O -0.32 1.27 -0.04
O -0.93 -2.11 -0.05
H 0.68 1.17 0.00
C -0.83 -0.96 -0.04
N -1.12 0.20 0.15
*
```

Output
highest occupied orbital energy = -4.57 eV
orbital gap = 8.357 eV
relative energy (zero: lowest compared OMol25 entry of this formula, charge and spin) = 17.1 kcal/mol

Partial atomic charges computed with the Mulliken method, in multiples of e: -0.859 -0.318 -0.430 0.281 0.519 -0.194

---

# 3
Entry from the Open Molecules 2025 dataset: an isolated molecule of CHCl2F2P at a distorted geometry (ωB97M-V with the def2-TZVPD basis set).

Geometry as ORCA input:
```
! wB97M-V def2-TZVPD RIJCOSX def2/J DEFGRID3
* xyz 0 1
H 0.21 1.28 0.91
Cl 1.92 -0.43 0.29
F -1.38 0.93 -1.21
Cl -0.17 -0.78 2.16
P -0.89 -0.51 -0.71
C 0.23 0.15 0.67
F 0.08 -0.66 -2.10
*
```

Output
highest occupied orbital energy = -10.73 eV
orbital gap = 10.590 eV
structure (SMILES) = FP(F)C(Cl)Cl
relative energy (zero: lowest compared OMol25 entry of this formula, charge and spin) = 16.4 kcal/mol

Partial atomic charges computed with the Mulliken method, in multiples of e: 0.335 -0.127 -0.240 -0.129 0.547 -0.097 -0.289

---

# 4
Entry from the Open Molecules 2025 dataset: an isolated molecule of CHCl2FS at a distorted geometry (ωB97M-V with the def2-TZVPD basis set).

Geometry as ORCA input:
```
! wB97M-V def2-TZVPD RIJCOSX def2/J DEFGRID3
* xyz 0 1
Cl -0.24 -0.29 -2.03
H 0.10 1.10 1.53
S -0.12 1.67 0.34
C -0.03 -0.45 -0.33
Cl 1.44 -1.09 0.26
F -1.15 -0.93 0.23
*
```

Output
highest occupied orbital energy = -9.64 eV
orbital gap = 9.167 eV
structure (SMILES) = FC(S)(Cl)Cl
relative energy (zero: lowest compared OMol25 entry of this formula, charge and spin) = 20.1 kcal/mol

Partial atomic charges computed with the Mulliken method, in multiples of e: -0.087 0.147 -0.168 0.278 -0.039 -0.130

---

# 5
Entry from the Open Molecules 2025 dataset: an isolated molecule of CHCl2N3O2 at a distorted geometry (ωB97M-V with the def2-TZVPD basis set).

Geometry as ORCA input:
```
! wB97M-V def2-TZVPD RIJCOSX def2/J DEFGRID3
* xyz 0 1
Cl 0.29 2.17 -0.46
N 1.99 0.03 -0.43
Cl -2.66 -1.42 0.56
O 0.24 -1.58 0.95
O 2.82 0.80 -0.80
N 0.83 0.33 -0.22
H -1.85 0.59 -0.05
C -0.18 -0.63 0.40
N -1.47 -0.30 0.05
*
```

Output
highest occupied orbital energy (alpha / beta) = -10.09 / -10.09 eV
orbital gap (alpha / beta) = 8.947 / 8.947 eV
structure (SMILES) = O=NN(Cl)C(=O)NCl
relative energy (zero: lowest compared OMol25 entry of this formula, charge and spin) = 31.0 kcal/mol

Partial atomic charges computed with the Mulliken method, in multiples of e: -0.165 0.125 -0.032 -0.402 -0.472 0.300 0.308 0.578 -0.240

---

# 6
Entry from the Open Molecules 2025 dataset: a 2-piece molecular cluster, CHCl2NOS overall at a distorted geometry (ωB97M-V with the def2-TZVPD basis set).

Geometry as ORCA input:
```
! wB97M-V def2-TZVPD RIJCOSX def2/J DEFGRID3
* xyz 0 1
S -0.07 -1.80 -0.12
O 1.35 2.50 -1.27
N -0.11 1.27 0.04
C 0.53 1.94 -0.70
Cl 1.02 -3.02 0.98
H -0.80 0.74 0.35
Cl -1.91 -1.64 0.73
*
```

Output
highest occupied orbital energy = -9.51 eV
orbital gap = 8.781 eV
structure (SMILES) = ClSCl.N=C=O
relative energy (zero: lowest compared OMol25 entry of this formula, charge and spin) = 15.2 kcal/mol

Partial atomic charges computed with the Mulliken method, in multiples of e: 0.179 -0.424 -0.228 0.437 -0.084 0.267 -0.148

---

# 7
Entry from the Open Molecules 2025 dataset: a 2-piece molecular cluster, CHCl2O3S overall at a distorted geometry (ωB97M-V with the def2-TZVPD basis set).

Geometry as ORCA input:
```
! wB97M-V def2-TZVPD RIJCOSX def2/J DEFGRID3
* xyz -1 1
Cl -0.43 2.82 -0.06
H -0.59 1.05 1.32
O -0.69 -0.16 -0.50
O 0.71 -1.93 -1.75
C 0.06 1.35 0.59
O -0.35 -2.39 0.42
S -0.43 -1.66 -0.84
Cl 1.72 0.93 0.82
*
```

Output
highest occupied orbital energy (alpha / beta) = -3.83 / -3.25 eV
orbital gap (alpha / beta) = 7.055 / 6.517 eV
relative energy (zero: lowest compared OMol25 entry of this formula, charge and spin) = 67.0 kcal/mol

Partial atomic charges computed with the Mulliken method, in multiples of e: -0.163 0.244 -0.446 -0.544 0.061 -0.550 0.549 -0.150

---

# 8
Entry from the Open Molecules 2025 dataset: an isolated molecule of CHCl2OPS at a distorted geometry (ωB97M-V with the def2-TZVPD basis set).

Geometry as ORCA input:
```
! wB97M-V def2-TZVPD RIJCOSX def2/J DEFGRID3
* xyz 0 1
P 0.49 1.41 0.52
O -0.81 1.04 -0.20
H 0.00 -2.23 0.63
Cl 1.48 2.59 -0.89
S -1.74 -0.65 -0.45
Cl 1.47 -0.37 0.25
C -0.90 -1.79 0.14
*
```

Output
highest occupied orbital energy = -9.14 eV
orbital gap = 7.871 eV
relative energy (zero: lowest compared OMol25 entry of this formula, charge and spin) = 58.6 kcal/mol

Partial atomic charges computed with the Mulliken method, in multiples of e: 0.395 -0.386 0.387 -0.234 0.162 -0.277 -0.047

---

# 9
Entry from the Open Molecules 2025 dataset: an isolated molecule of CHCl2OPS at a distorted geometry (ωB97M-V with the def2-TZVPD basis set).

Geometry as ORCA input:
```
! wB97M-V def2-TZVPD RIJCOSX def2/J DEFGRID3
* xyz 0 1
Cl 0.35 -2.62 0.54
P -0.13 -0.57 0.59
O 0.09 -0.11 1.96
S -0.16 2.25 -0.74
C 0.66 0.96 -0.89
H 1.23 0.65 -1.63
Cl -2.05 -0.56 0.17
*
```

Output
highest occupied orbital energy = -9.46 eV
orbital gap = 7.936 eV
structure (SMILES) = O=P(Cl)(Cl)C=S
relative energy (zero: lowest compared OMol25 entry of this formula, charge and spin) = 37.0 kcal/mol

Partial atomic charges computed with the Mulliken method, in multiples of e: -0.240 0.773 -0.502 -0.091 -0.200 0.419 -0.159

---

# 10
Entry from the Open Molecules 2025 dataset: an isolated molecule of CHCl3 (ωB97M-V with the def2-TZVPD basis set).

Geometry as ORCA input:
```
! wB97M-V def2-TZVPD RIJCOSX def2/J DEFGRID3
* xyz 0 1
Cl 1.88 1.48 1.26
Cl 0.99 2.54 3.78
H 2.96 3.01 2.60
C 1.91 2.92 2.33
Cl 1.40 4.45 1.58
*
```

Output
highest occupied orbital energy = -11.21 eV
orbital gap = 11.828 eV
structure (SMILES) = ClC(Cl)Cl
relative energy (zero: lowest compared OMol25 entry of this formula, charge and spin) = 1.5 kcal/mol

Partial atomic charges computed with the Mulliken method, in multiples of e: -0.124 -0.111 0.277 0.067 -0.109

---

# 11
Entry from the Open Molecules 2025 dataset: a 2-piece molecular cluster, CHCl3O2S overall at a distorted geometry (ωB97M-V with the def2-TZVPD basis set).

Geometry as ORCA input:
```
! wB97M-V def2-TZVPD RIJCOSX def2/J DEFGRID3
* xyz 0 1
Cl 0.17 -1.53 -2.52
Cl 0.31 0.73 -0.51
H 0.48 -1.68 -0.35
O -1.56 -1.21 -0.30
Cl -3.83 0.80 0.90
C -0.33 -1.01 -0.52
O -4.24 0.30 -1.79
S -4.36 -0.45 -0.60
*
```

Output
highest occupied orbital energy (alpha / beta) = -11.40 / -8.91 eV
orbital gap (alpha / beta) = 10.185 / 4.322 eV
relative energy (zero: lowest compared OMol25 entry of this formula, charge and spin) = 62.2 kcal/mol

Partial atomic charges computed with the Mulliken method, in multiples of e: -0.101 -0.134 0.334 -0.232 -0.125 0.115 -0.345 0.488

---

# 12
Entry from the Open Molecules 2025 dataset: a 2-piece molecular cluster, CHClF2OS2 overall at a distorted geometry (ωB97M-V with the def2-TZVPD basis set).

Geometry as ORCA input:
```
! wB97M-V def2-TZVPD RIJCOSX def2/J DEFGRID3
* xyz 0 1
F -1.71 0.67 -0.09
C -1.15 -0.55 -0.36
S 2.03 1.52 -0.85
O 0.38 1.14 1.58
S 1.06 0.55 0.43
H -1.67 -1.35 0.09
Cl 2.15 -1.21 0.91
F -1.09 -0.76 -1.70
*
```

Output
highest occupied orbital energy (alpha / beta) = -9.93 / -9.53 eV
orbital gap (alpha / beta) = 7.512 / 8.009 eV
relative energy (zero: lowest compared OMol25 entry of this formula, charge and spin) = 64.0 kcal/mol

Partial atomic charges computed with the Mulliken method, in multiples of e: -0.172 0.194 -0.148 -0.439 0.656 0.250 -0.158 -0.182

---

# 13
Entry from the Open Molecules 2025 dataset: CHClF2OS2 as an isolated structure at a distorted geometry (ωB97M-V with the def2-TZVPD basis set).

Geometry as ORCA input:
```
! wB97M-V def2-TZVPD RIJCOSX def2/J DEFGRID3
* xyz 0 1
Cl 2.12 1.00 -1.36
F -0.96 1.43 0.71
S 0.34 -2.32 -0.92
H 0.83 0.51 1.09
F -0.66 -0.39 1.90
S -0.15 -0.50 -0.83
C -0.17 0.37 0.85
O -1.35 -0.09 -1.45
*
```

Output
highest occupied orbital energy (alpha / beta) = -10.58 / -10.59 eV
orbital gap (alpha / beta) = 7.101 / 7.105 eV
relative energy (zero: lowest compared OMol25 entry of this formula, charge and spin) = 53.6 kcal/mol

Partial atomic charges computed with the Mulliken method, in multiples of e: -0.359 -0.166 -0.099 0.285 -0.204 0.643 0.296 -0.397

---

# 14
Entry from the Open Molecules 2025 dataset: CHClFNO as an isolated structure at a distorted geometry (ωB97M-V with the def2-TZVPD basis set).

Geometry as ORCA input:
```
! wB97M-V def2-TZVPD RIJCOSX def2/J DEFGRID3
* xyz 0 3
O -0.67 0.57 -1.39
H 0.85 0.92 0.54
Cl -0.70 0.28 1.97
N 0.66 -0.03 0.91
F 0.03 -1.48 -1.21
C -0.16 -0.26 -0.83
*
```

Output
highest occupied orbital energy (alpha / beta) = -6.87 / -11.27 eV
orbital gap (alpha / beta) = 7.307 / 7.853 eV
relative energy (zero: lowest compared OMol25 entry of this formula, charge and spin) = 48.4 kcal/mol
<S²> = 2.008

Partial atomic charges computed with the Mulliken method, in multiples of e: -0.253 0.336 -0.011 -0.261 -0.168 0.356

---

# 15
Entry from the Open Molecules 2025 dataset: a 2-piece molecular cluster, CHClFNO2 overall at a distorted geometry (ωB97M-V with the def2-TZVPD basis set).

Geometry as ORCA input:
```
! wB97M-V def2-TZVPD RIJCOSX def2/J DEFGRID3
* xyz 0 1
C -0.15 0.48 0.36
N 0.35 -0.83 -0.16
H -1.55 0.79 -1.03
Cl 0.82 1.79 -0.10
F -0.43 0.38 1.63
O 0.77 -0.85 -1.28
O 0.19 -1.77 0.58
*
```

Output
highest occupied orbital energy (alpha / beta) = -10.93 / -10.49 eV
orbital gap (alpha / beta) = 8.950 / 8.854 eV
relative energy (zero: lowest compared OMol25 entry of this formula, charge and spin) = 83.4 kcal/mol

Partial atomic charges computed with the Mulliken method, in multiples of e: 0.058 0.900 0.233 -0.030 -0.149 -0.484 -0.527

---

# 16
Entry from the Open Molecules 2025 dataset: a 2-piece molecular cluster, CHClFO2S overall at a distorted geometry (ωB97M-V with the def2-TZVPD basis set).

Geometry as ORCA input:
```
! wB97M-V def2-TZVPD RIJCOSX def2/J DEFGRID3
* xyz -1 3
H 0.84 -0.70 0.72
O -1.35 0.05 1.29
F 1.75 -0.18 -1.52
C 0.52 0.05 0.08
O -1.79 -1.00 -0.79
Cl 1.29 1.53 0.43
S -1.25 0.25 -0.21
*
```

Output
highest occupied orbital energy (alpha / beta) = -2.45 / -5.11 eV
orbital gap (alpha / beta) = 5.999 / 6.320 eV
relative energy (zero: lowest compared OMol25 entry of this formula, charge and spin) = 7.4 kcal/mol
<S²> = 2.015

Partial atomic charges computed with the Mulliken method, in multiples of e: 0.291 -0.425 -0.624 -0.143 -0.528 -0.179 0.607

---

# 17
Entry from the Open Molecules 2025 dataset: an isolated ion of composition CHClFO2S2 and charge -1 at a distorted geometry (ωB97M-V with the def2-TZVPD basis set).

Geometry as ORCA input:
```
! wB97M-V def2-TZVPD RIJCOSX def2/J DEFGRID3
* xyz -1 1
C -2.08 0.10 0.81
F -3.37 0.65 0.56
S 0.83 1.06 0.03
O -1.39 2.63 1.09
O -1.54 1.99 -1.26
Cl -1.90 -1.20 -0.47
S -1.24 1.58 0.12
H 0.34 0.08 -0.55
*
```

Output
highest occupied orbital energy = -4.21 eV
orbital gap = 7.446 eV
structure (SMILES) = O=[S@]([O-])(S)=C(F)Cl
relative energy (zero: lowest compared OMol25 entry of this formula, charge and spin) = 49.4 kcal/mol

Partial atomic charges computed with the Mulliken method, in multiples of e: -0.101 -0.228 -0.264 -0.598 -0.553 -0.261 0.908 0.098

---

# 18
Entry from the Open Molecules 2025 dataset: CHClINO as an isolated structure at a distorted geometry (ωB97M-V with the def2-TZVPD basis set).

Geometry as ORCA input:
```
! wB97M-V def2-TZVPD RIJCOSX def2/J DEFGRID3
* xyz 0 1
I -0.57 -2.27 0.46
O 0.15 1.65 -0.57
Cl -0.22 0.46 2.01
N 0.19 -0.37 0.45
C 0.20 0.44 -0.64
H 0.25 0.09 -1.71
*
```

Output
highest occupied orbital energy = -9.86 eV
orbital gap = 8.487 eV
relative energy (zero: lowest compared OMol25 entry of this formula, charge and spin) = 11.9 kcal/mol

Partial atomic charges computed with the Mulliken method, in multiples of e: 0.264 -0.463 -0.025 -0.297 0.203 0.318

---

# 19
Entry from the Open Molecules 2025 dataset: CHClN3O4 as an isolated structure at a distorted geometry (ωB97M-V with the def2-TZVPD basis set).

Geometry as ORCA input:
```
! wB97M-V def2-TZVPD RIJCOSX def2/J DEFGRID3
* xyz -1 1
Cl 2.85 -0.90 0.42
N 0.59 -0.16 -0.60
C 1.62 0.40 -0.01
O -2.73 1.18 0.13
N -0.84 0.88 -0.74
H -0.45 -1.52 0.15
O -1.53 -0.45 0.91
O 1.92 1.53 0.17
N -1.69 0.51 0.13
O 0.26 -1.48 -0.57
*
```

Output
highest occupied orbital energy = -5.85 eV
orbital gap = 9.323 eV
relative energy (zero: lowest compared OMol25 entry of this formula, charge and spin) = 26.5 kcal/mol

Partial atomic charges computed with the Mulliken method, in multiples of e: -0.276 0.037 0.532 -0.732 -0.578 0.443 -0.782 -0.509 1.285 -0.421

---

# 20
Entry from the Open Molecules 2025 dataset: an isolated ion of composition CHClNO2S and charge -1 at a distorted geometry (ωB97M-V with the def2-TZVPD basis set).

Geometry as ORCA input:
```
! wB97M-V def2-TZVPD RIJCOSX def2/J DEFGRID3
* xyz -1 1
C -0.30 0.14 -0.61
O -0.93 -0.24 -1.57
Cl -1.04 -2.13 0.75
H 0.93 1.60 -0.03
N -0.23 -0.31 0.61
O 0.51 1.30 -0.82
S 1.07 -0.35 1.68
*
```

Output
highest occupied orbital energy (alpha / beta) = -3.54 / -3.54 eV
orbital gap (alpha / beta) = 6.833 / 6.833 eV
structure (SMILES) = O=C(O)N([S-])Cl
relative energy (zero: lowest compared OMol25 entry of this formula, charge and spin) = 31.8 kcal/mol

Partial atomic charges computed with the Mulliken method, in multiples of e: 0.711 -0.595 -0.240 0.257 -0.225 -0.460 -0.447